{"formula": "C40H23ClIN10O7V", "method": "ωB97M-V/def2-TZVPD", "species": ["I", "V", "Cl", "O", "O", "O", "O", "O", "O", "O", "N", "N", "N", "N", "N", "N", "N", "N", "N", "N", "C", "C", "C", "C", "C", "C", "C", "C", "C", "C", "C", "C", "C", "C", "C", "C", "C", "C", "C", "C", "C", "C", "C", "C", "C", "C", "C", "C", "C", "C", "C", "C", "C", "C", "C", "C", "C", "C", "C", "C", "H", "H", "H", "H", "H", "H", "H", "H", "H", "H", "H", "H", "H", "H", "H", "H", "H", "H", "H", "H", "H", "H", "H"], "coordinates": [[3.268230, 0.474435, -3.826778], [0.730551, 0.460047, -0.345665], [-0.408929, -1.397500, -7.664977], [2.885280, 3.527944, -1.910623], [5.057450, 5.981108, 1.013644], [1.747084, 1.766376, -1.199739], [-0.805831, 2.701377, -1.968841], [0.841830, -0.577430, -1.946936], [-2.361466, -0.847660, 0.435754], [4.163902, 5.459714, -0.944187], [3.816630, -3.410219, -0.951690], [-1.419060, -5.628166, 5.837837], [-1.200124, 0.797955, -0.721706], [0.228465, 1.659946, 1.124164], [2.726468, -1.028888, -0.054368], [-1.031595, 3.131456, 3.160536], [0.426820, -0.777833, 1.021452], [3.906069, 2.183072, 2.222774], [-1.726160, -1.338781, -2.688552], [3.259022, 1.773972, 1.132716], [4.462790, 5.195974, 0.305134], [1.415503, -0.403241, -4.253979], [2.633285, -3.381715, -0.357671], [-3.035305, 2.162308, -1.192053], [0.100649, 2.993342, 1.066949], [-0.799221, -1.109448, -3.638350], [-0.224023, -0.391935, 2.156007], [-2.315076, 0.200302, -0.174757], [-0.349818, 1.055580, 2.197458], [-3.365658, -1.782781, -4.369269], [-0.510152, 3.709908, 2.074071], [3.921349, -1.066632, -0.609805], [-0.350553, -2.659975, 2.945163], [2.076224, -2.196344, 0.119034], [-1.286172, -4.344885, 6.169189], [0.894684, -2.058892, 0.963190], [-5.187042, 3.150840, -1.101895], [-0.940655, -5.002912, 3.573194], [-0.626046, -1.287260, 3.113839], [-0.093727, -1.093173, -5.977758], [2.606652, 2.691733, -1.040613], [-1.254986, -5.928290, 4.550296], [-1.559590, 1.953868, -1.376936], [-3.494948, 1.093012, -0.442151], [4.474819, -2.261319, -1.057720], [-0.962976, 1.809881, 3.192882], [-0.973248, -3.340840, 5.272695], [-5.646623, 2.080148, -0.346488], [-2.432385, -1.637919, -5.354671], [3.334257, 2.777932, 0.276935], [-1.106017, -1.291586, -5.018933], [-0.766494, -3.657778, 3.923904], [1.131100, -0.627882, -5.602212], [0.474111, -3.012563, 1.855975], [-2.947368, -1.653129, -3.035273], [0.525252, -0.671216, -3.201062], [4.063455, 3.865542, 0.843731], [-3.866811, 3.202771, -1.546071], [4.399514, 3.428236, 2.102329], [-4.802630, 1.022715, -0.011925], [1.888055, -0.432147, -6.348425], [-0.839620, -5.313508, 2.541926], [0.862281, -4.018901, 1.771419], [3.655942, 4.698796, -1.391001], [-5.859758, 3.967811, -1.331701], [-1.195061, -0.948570, 3.968482], [2.115447, -4.329202, -0.261538], [4.942390, 3.924033, 2.888267], [-3.500281, 4.036438, -2.130903], [-3.645372, -1.829927, -2.221366], [-0.848705, -2.327669, 5.630074], [-4.399833, -2.000559, -4.600533], [5.455112, -2.293849, -1.515361], [4.455653, -0.127231, -0.679319], [-1.374689, -6.976903, 4.297613], [4.002014, 1.555702, 3.001320], [-2.683205, -1.770485, -6.398078], [-0.586584, 4.787929, 2.017207], [-1.413910, 1.327149, 4.051601], [-1.420893, -4.120648, 7.222611], [-6.672748, 2.075330, -0.000218], [0.490875, 3.487253, 0.188942], [-5.147899, 0.185831, 0.581821]], "forces_ev_per_a": [[0.0, -0.2, -0.1], [0.5, -1.2, -2.0], [0.0, 0.0, -0.1], [-0.2, -0.1, 0.1], [0.0, 0.0, 0.0], [1.7, 1.8, -0.2], [-0.2, 0.1, 0.1], [0.0, -0.8, -1.5], [-0.2, 0.1, 0.0], [0.0, 0.2, -0.1], [0.1, -0.1, 0.0], [-0.1, -0.1, 0.0], [-1.0, 0.4, -0.3], [-0.9, 1.9, 2.5], [-0.2, -0.3, -0.1], [0.0, -0.3, -0.2], [-0.1, -1.4, 1.4], [0.1, 0.1, 0.0], [-0.1, -0.1, 0.3], [-0.2, -0.2, -0.1], [0.1, 0.1, 0.2], [0.1, 0.2, 0.8], [-0.2, 0.1, 0.1], [-0.2, -0.2, 0.2], [0.3, -0.1, 0.0], [0.2, 0.0, -0.2], [-0.1, 0.2, 0.4], [0.0, -0.2, -0.2], [0.2, -0.2, -0.3], [0.0, 0.0, -0.2], [-0.1, 0.2, 0.1], [0.1, -0.1, -0.1], [-0.2, 0.4, 0.1], [0.6, 0.1, -0.1], [0.0, 0.0, 0.0], [-0.2, -0.5, 0.6], [0.1, 0.1, -0.1], [0.1, 0.1, 0.0], [0.0, -0.3, -0.1], [0.2, 0.2, 0.0], [0.0, -0.1, -0.3], [0.0, 0.0, 0.1], [-0.1, 0.1, -0.2], [0.0, 0.2, -0.1], [-0.1, 0.1, 0.1], [-0.1, 0.2, 0.2], [0.0, 0.0, -0.1], [0.0, -0.1, 0.1], [0.0, 0.0, 0.0], [-0.1, 0.1, 0.1], [-0.1, 0.0, 0.3], [0.0, -0.1, 0.1], [-0.2, -0.1, -0.2], [0.2, 0.1, -0.5], [0.1, 0.0, 0.2], [0.1, -0.1, -0.4], [-0.1, -0.1, -0.2], [0.0, 0.0, 0.0], [0.1, 0.1, 0.0], [0.0, -0.1, 0.0], [0.0, 0.0, 0.0], [0.0, 0.0, 0.0], [0.1, 0.0, 0.1], [0.1, -0.1, 0.1], [0.0, 0.0, 0.0], [0.1, 0.0, 0.0], [-0.1, 0.0, 0.0], [0.0, 0.0, 0.0], [0.0, 0.0, 0.0], [0.0, 0.0, 0.0], [0.0, 0.0, 0.0], [0.0, -0.1, 0.0], [0.0, 0.1, 0.0], [0.0, 0.0, -0.1], [0.0, 0.0, -0.1], [-0.1, 0.0, 0.0], [-0.1, 0.0, 0.0], [0.0, 0.0, -0.1], [0.0, -0.1, 0.0], [0.0, 0.1, 0.0], [0.0, 0.0, 0.0], [0.0, 0.0, 0.0], [0.0, 0.0, 0.0]], "homo_ev": [-3.59, -5.12], "orbital_gap_ev": [5.193, 6.283], "spin_multiplicity": 4, "total_energy_ha": -4314.525042, "total_charge": -1, "mol_weight_g_mol": 968.99, "de_lowest_ev": 2.277, "s2": 3.79}

***

{"formula": "C20H29FeN5O2S2", "method": "ωB97M-V/def2-TZVPD", "species": ["Fe", "S", "S", "O", "O", "N", "N", "N", "N", "N", "C", "C", "C", "C", "C", "C", "C", "C", "C", "C", "C", "C", "C", "C", "C", "C", "C", "C", "C", "C", "H", "H", "H", "H", "H", "H", "H", "H", "H", "H", "H", "H", "H", "H", "H", "H", "H", "H", "H", "H", "H", "H", "H", "H", "H", "H", "H", "H", "H"], "coordinates": [[-0.733833, -0.182169, -0.468383], [-0.987133, 2.155417, -0.744646], [-3.407341, -0.113780, -0.632433], [-1.220030, -0.696466, -2.620473], [3.753068, 0.165954, -0.993097], [2.470151, -0.141001, -1.379477], [-1.495278, -0.755132, 1.595202], [0.037098, -0.525838, -2.384153], [0.905732, 0.788308, 1.160447], [-1.349005, -2.538876, -0.552500], [0.923317, 2.148608, 1.256265], [-3.731415, 0.235360, 1.119506], [-1.345630, -3.102440, 0.798559], [1.767381, -1.408012, 1.734931], [1.731404, 0.079881, 1.913299], [-2.463641, 0.278809, 1.974287], [3.475565, 0.301807, -3.553297], [0.941639, 4.943881, 1.417793], [1.773432, 2.822646, 2.172255], [-3.784283, -1.890960, -0.805279], [2.344562, -0.065196, -2.644100], [0.101441, 4.287909, 0.504633], [1.761468, 4.229629, 2.244639], [-2.611728, -2.750681, -1.269357], [-1.953440, -2.131336, 1.822713], [0.994286, -0.348485, -3.211698], [0.073001, 2.913542, 0.410967], [2.610690, 2.033306, 2.984861], [0.763763, -0.405598, -4.685855], [2.594095, 0.676164, 2.855993], [-2.412205, -2.521247, -2.310845], [-1.707074, -2.481534, 2.827831], [-2.761763, 0.206411, 3.026459], [1.323661, -1.671257, 0.779266], [-0.640302, -0.584874, 2.106041], [-3.037729, -2.150844, 1.740315], [2.410685, 4.730943, 2.951398], [2.792583, -1.777228, 1.756378], [4.087670, -0.578514, -3.763030], [-4.226294, -2.230243, 0.129359], [-4.459447, -0.497405, 1.464768], [-4.208046, 1.213549, 1.151161], [0.865959, 0.588859, -5.123548], [4.117033, 1.028725, -3.060291], [3.237624, 0.050244, 3.460413], [3.115513, 0.709141, -4.494358], [-2.929582, -3.797128, -1.200243], [-1.967484, 1.238255, 1.825155], [-0.244328, -0.764650, -4.879877], [1.483482, -1.068893, -5.164684], [3.709189, 0.164029, -0.032546], [0.935871, 6.025234, 1.458032], [-4.552602, -1.954210, -1.573853], [1.234868, -1.905581, 2.549939], [-0.625467, -2.990372, -1.102682], [3.270711, 2.514969, 3.696667], [-0.543373, 4.861999, -0.148158], [-1.889518, -4.051264, 0.838307], [-0.318985, -3.312343, 1.071019]], "forces_ev_per_a": [[-0.8, 0.2, -0.7], [-0.3, -0.6, -0.3], [0.4, 0.1, -0.1], [-0.1, 0.4, -0.1], [0.4, 0.0, 0.3], [-0.3, -0.1, -0.1], [0.2, -0.1, -0.1], [0.7, 0.3, 1.1], [0.2, -0.4, -0.2], [0.1, 0.2, 0.3], [0.0, 0.3, 0.1], [0.1, -0.1, -0.2], [-0.1, 0.2, 0.2], [-0.1, 0.0, 0.1], [0.0, 0.2, -0.2], [-0.2, 0.2, 0.1], [-0.1, 0.0, 0.0], [0.0, 0.1, 0.1], [-0.1, -0.2, -0.1], [0.0, 0.2, 0.0], [-0.2, 0.0, -0.2], [0.0, -0.2, 0.0], [0.0, 0.2, 0.0], [-0.2, 0.1, -0.2], [0.0, -0.3, -0.3], [0.0, -0.2, 0.1], [0.1, 0.0, 0.1], [0.0, 0.0, 0.0], [-0.1, 0.0, 0.0], [0.1, 0.1, 0.0], [0.0, -0.1, 0.0], [0.0, 0.1, 0.0], [0.1, -0.1, 0.0], [0.0, -0.1, -0.1], [0.0, 0.0, 0.2], [0.1, 0.0, 0.1], [0.0, 0.0, 0.0], [0.0, 0.0, 0.0], [0.0, 0.0, 0.0], [0.0, -0.1, 0.0], [0.0, 0.0, 0.1], [0.0, 0.0, 0.0], [0.0, 0.0, 0.0], [0.0, 0.0, -0.1], [0.0, 0.0, 0.0], [0.0, 0.0, 0.0], [0.1, 0.0, 0.0], [0.0, 0.0, 0.0], [0.0, 0.0, 0.0], [0.0, 0.0, 0.0], [0.0, 0.0, 0.1], [0.0, 0.0, 0.0], [-0.1, -0.1, 0.1], [0.0, -0.1, 0.0], [0.0, 0.1, 0.0], [0.0, 0.0, 0.0], [0.0, 0.0, 0.0], [0.0, 0.0, 0.0], [0.3, 0.0, 0.1]], "homo_ev": [-10.28, -10.30], "orbital_gap_ev": [7.602, 6.564], "spin_multiplicity": 6, "total_energy_ha": -3263.590948, "total_charge": 1, "mol_weight_g_mol": 491.46, "de_lowest_ev": 0.048, "s2": 8.77}